No. 1
Here is a structure of composition C20H25Cl10N3 at a distorted geometry from OMol25. Energies are from the ωB97M-V functional and the def2-TZVPD basis.

Geometry as XYZ:
```
58
Properties=species:S:1:pos:R:3:forces:R:3:lowdin_charge:R:1
Cl -2.556 2.732 2.551 -1.412 0.814 0.139 0.51
Cl 2.596 0.792 3.064 2.305 0.699 4.280 0.61
Cl -0.142 1.507 2.327 1.094 1.447 9.799 0.66
Cl -0.588 2.947 0.404 -10.213 5.631 -2.118 0.73
Cl 0.769 0.466 -1.281 0.020 7.116 2.953 0.85
Cl -2.553 1.353 -1.005 -3.648 -2.653 -7.480 0.86
Cl -0.130 -0.941 1.179 8.720 -0.540 -7.462 0.74
Cl -1.870 -1.297 -0.164 -8.908 -0.637 1.121 0.69
Cl 2.178 1.467 0.775 2.658 2.991 -2.847 0.57
Cl 2.914 4.188 -0.043 0.181 0.106 -0.310 0.58
N 2.995 -1.338 -4.833 0.311 1.133 2.229 0.05
N -1.816 -1.735 -4.651 -0.320 -1.734 0.873 0.06
N -1.502 -1.330 4.191 1.855 0.296 -0.036 0.08
C 1.664 3.165 0.665 3.846 0.203 0.146 -1.02
C -2.355 2.935 0.772 -0.249 1.801 3.947 -0.85
C 1.984 -2.106 -4.365 0.025 1.033 -0.532 -0.13
C 0.245 -2.108 5.693 -0.260 -0.629 0.113 -0.10
C 1.217 1.839 3.376 -0.069 0.066 1.255 -0.76
C -1.086 -0.370 -2.349 -2.309 1.062 -2.550 -0.44
C 0.860 -1.211 3.571 -0.991 -0.577 0.944 -0.22
C -1.087 -1.722 -2.338 -0.339 -1.773 -2.902 -0.31
C -1.467 -2.403 -3.514 -0.005 2.153 0.116 -0.12
C -1.498 0.312 -3.488 -0.072 -0.713 -0.516 -0.08
C -0.194 0.551 0.236 1.164 -1.957 -2.576 -1.08
C 2.029 -1.052 -2.236 1.350 -3.268 -0.480 -0.28
C 3.088 -0.269 -2.604 0.418 -0.245 -2.090 -0.10
C -1.867 -0.410 -4.626 0.305 0.215 1.212 -0.14
C 1.224 -1.768 4.813 0.226 0.635 -1.457 -0.08
C -0.502 -0.935 3.298 -1.892 -1.564 7.217 -0.39
C -3.248 -0.156 -0.452 -0.131 -1.729 -0.357 -0.60
C -1.074 -1.904 5.328 -0.419 -0.076 -0.490 -0.17
C 1.420 -1.971 -3.095 1.633 0.280 -0.195 -0.06
C 3.508 -0.417 -3.944 -0.166 -1.414 -0.009 -0.12
H -0.806 -0.446 2.384 -2.109 0.262 5.291 -0.17
H 0.527 -2.437 -2.705 1.518 -0.749 -0.795 0.05
H 2.271 -1.905 5.040 0.115 -0.115 0.003 0.11
H -3.770 -0.010 0.493 0.126 0.134 -0.088 0.07
H 0.152 1.360 0.879 1.238 -2.959 -3.455 -0.31
H -2.887 3.863 0.558 0.546 0.002 -0.460 0.05
H 0.457 -2.683 6.582 0.052 0.286 0.269 0.10
H -1.787 -2.291 6.041 -0.650 0.178 -0.173 0.10
H -1.608 1.385 -3.423 0.073 0.110 -0.359 0.09
H -1.441 -3.479 -3.430 -0.191 -0.224 -0.831 0.11
H 3.525 0.439 -1.916 0.210 0.061 -0.081 0.09
H -3.891 -0.627 -1.196 -0.023 0.557 -0.117 0.07
H 1.609 -0.869 -1.259 2.532 -3.688 -0.438 -0.05
H -0.838 0.264 -1.510 -2.911 -1.723 -1.937 -0.13
H 1.636 -0.899 2.888 -0.944 -1.214 0.244 -0.04
H -0.742 -2.269 -1.473 0.315 -0.493 -1.010 0.05
H 1.508 2.874 3.202 0.036 -0.348 0.291 0.03
H -2.314 0.100 -5.467 0.248 -0.063 -0.363 0.10
H 1.618 -2.749 -5.151 -0.390 -0.431 0.287 0.10
H 0.882 1.723 4.407 0.261 -0.180 -0.092 0.07
H 1.558 3.547 1.681 -0.337 -0.039 -0.529 0.01
H 0.740 3.252 0.094 5.211 1.253 -1.417 -0.22
H -2.762 2.051 0.282 -0.559 2.548 3.474 -0.23
H -1.199 0.903 0.004 1.018 -1.628 0.725 -0.12
H 4.407 0.093 -4.259 -0.096 0.291 -0.372 0.09
```
Forces are in eV/Å.

For the orbital gap, the calculation gives 8.3 eV.

No. 2
Here is an isolated molecule of C20H25ClN2O2 from OMol25. Energies are from the ωB97M-V functional and the def2-TZVPD basis.

Geometry as XYZ:
```
50
Properties=species:S:1:pos:R:3:forces:R:3:lowdin_charge:R:1
Cl -1.091 -0.844 -3.485 -0.411 -0.093 -0.382 0.72
O 5.171 0.687 1.120 -0.035 -0.100 0.141 -0.05
O -1.083 -2.988 1.808 0.279 -0.230 0.276 0.03
N -2.074 -1.756 0.214 0.072 -0.267 -0.358 -0.01
N 1.093 0.079 -2.528 -0.459 -0.059 -0.375 0.10
C -1.178 -2.374 -0.760 0.068 -0.293 0.130 -0.11
C 2.092 -0.471 -0.397 -0.009 0.252 -0.431 -0.14
C -5.099 0.270 -0.924 -0.093 0.097 0.311 -0.19
C -4.607 1.672 -0.575 0.060 -0.019 -0.315 -0.20
C 3.153 -0.281 0.498 0.420 0.241 0.058 0.05
C 3.151 1.104 -1.925 0.113 -0.009 0.139 0.00
C 0.118 -0.727 -2.251 0.673 0.355 0.068 -0.67
C -3.096 1.779 -0.762 -0.087 0.102 0.306 -0.19
C -0.003 -1.485 -1.063 0.246 -0.052 0.195 -0.19
C -4.385 -0.771 -0.063 0.055 -0.011 -0.398 -0.14
C 6.281 1.531 0.874 0.337 0.204 0.018 -0.26
C 4.178 1.272 -1.037 0.114 0.111 -0.056 0.00
C -1.922 -2.156 1.504 -0.273 0.124 0.133 -0.48
C 1.007 -1.337 -0.144 -0.161 0.006 -0.296 0.06
C 2.088 0.232 -1.633 0.108 -0.265 0.614 -0.23
C 4.191 0.576 0.191 -0.501 -0.376 0.084 -0.26
C -2.879 -0.661 -0.317 -0.253 0.316 0.397 -0.29
C -2.372 0.730 0.080 0.062 0.002 -0.396 -0.13
C -2.850 -1.605 2.562 0.168 -0.109 0.109 0.02
C 7.208 1.428 2.074 -0.345 -0.048 -0.295 -0.06
H 6.805 1.211 -0.037 -0.109 0.066 0.060 0.13
H -2.938 -0.525 2.520 -0.112 0.097 -0.022 0.06
H 6.685 1.739 2.975 -0.009 0.048 0.101 0.08
H -1.295 0.792 -0.089 0.012 -0.021 0.059 0.11
H -2.848 1.628 -1.814 0.051 0.032 -0.084 0.11
H -4.860 1.895 0.465 -0.049 0.049 0.060 0.11
H 3.168 -0.811 1.437 0.030 -0.060 0.137 0.13
H -3.834 -2.055 2.452 -0.100 0.045 -0.018 0.09
H 5.945 2.569 0.743 0.017 -0.132 -0.054 0.13
H -6.177 0.204 -0.762 -0.019 -0.032 -0.083 0.11
H -0.815 -3.302 -0.309 -0.089 0.147 -0.203 0.13
H -4.628 -0.579 0.980 0.014 -0.044 0.096 0.10
H -4.906 0.069 -1.980 -0.035 -0.032 -0.084 0.12
H -2.756 2.777 -0.479 0.039 0.019 -0.083 0.11
H -2.448 -1.894 3.530 0.023 0.002 -0.059 0.09
H 4.983 1.946 -1.286 0.067 0.052 -0.012 0.10
H 8.076 2.063 1.927 0.098 0.060 0.004 0.08
H 0.966 -1.891 0.783 -0.043 -0.090 0.110 0.13
H -2.755 -0.732 -1.403 -0.014 -0.022 0.131 0.10
H 3.136 1.632 -2.866 -0.005 0.054 -0.103 0.12
H -2.555 0.929 1.137 0.010 -0.036 0.083 0.11
H -1.740 -2.603 -1.667 0.056 0.005 0.132 0.10
H -4.727 -1.775 -0.317 -0.002 -0.060 0.066 0.12
H 7.535 0.399 2.203 0.071 -0.081 0.027 0.08
H -5.110 2.408 -1.205 -0.048 0.054 0.062 0.11
```
Forces are in eV/Å.

For the orbital gap, the calculation gives 8.4 eV.

No. 3
Here is an isolated molecule of C20H25ClN2O4S2 at a distorted geometry from OMol25. Energies are from the ωB97M-V functional and the def2-TZVPD basis.

Geometry as XYZ:
```
54
Properties=species:S:1:pos:R:3:forces:R:3:lowdin_charge:R:1
Cl 2.989 -0.735 -4.423 0.110 -0.033 -0.296 0.69
S -2.846 -1.209 1.472 -0.514 0.007 -0.091 0.63
S 2.242 -1.360 2.404 -0.211 -0.117 -0.077 0.88
O -2.023 -2.112 0.728 -0.086 0.103 -0.330 -0.28
O -0.220 2.104 3.278 0.194 0.385 -0.044 0.06
O 0.186 1.846 -3.449 -0.092 -0.163 -0.103 -0.05
O -2.970 -1.466 2.884 -0.371 0.170 0.087 -0.31
N -0.723 -0.043 3.786 0.009 -0.382 0.173 0.06
N -2.315 0.356 1.298 -0.412 -0.946 0.380 -0.17
C -0.970 1.150 3.230 -0.432 -0.075 -0.032 -0.49
C -0.190 2.262 -1.074 0.083 0.048 -0.367 0.00
C -0.399 1.567 -2.259 -0.160 -0.089 0.207 -0.27
C 3.015 0.177 -1.888 0.040 -0.015 -0.087 -0.11
C -1.684 0.779 0.111 0.284 0.197 -0.731 -0.25
C 0.522 -0.394 4.430 0.190 0.029 0.228 -0.22
C 2.562 0.203 -0.582 -0.078 -0.106 -0.011 -0.04
C 1.541 -0.645 -0.168 0.042 -0.086 -0.007 -0.30
C -1.921 0.105 -1.085 0.090 0.199 -0.195 -0.04
C 0.980 -1.527 -1.082 0.167 0.083 0.071 -0.03
C 1.419 -1.556 -2.393 0.094 0.001 -0.078 -0.10
C 1.734 2.879 -4.917 -0.233 -0.105 0.363 -0.06
C 1.159 2.872 -3.509 0.253 0.252 -0.122 -0.26
C -4.525 -1.192 0.799 0.780 -0.038 0.295 -0.09
C 2.434 -0.702 -2.787 -0.117 -0.022 0.253 -0.67
C -1.285 0.490 -2.246 0.031 0.205 -0.036 0.01
C -2.316 1.197 2.478 0.049 0.242 0.379 -0.08
C 1.042 -0.601 1.236 0.235 -0.111 0.548 -0.43
C 1.137 -1.655 3.827 0.270 0.314 -0.413 -0.46
C -0.822 1.870 0.094 -0.287 -0.153 0.206 -0.01
H -3.105 0.828 3.136 0.064 0.230 0.038 0.12
H -1.456 -0.043 -3.167 -0.017 -0.094 -0.127 0.13
H 0.945 3.066 -5.640 -0.056 0.054 -0.098 0.08
H 0.115 -1.165 1.327 0.014 0.121 -0.044 0.06
H 1.777 -2.148 4.557 -0.056 -0.061 0.038 0.07
H 0.696 3.843 -3.281 0.044 -0.121 0.058 0.13
H 1.198 0.459 4.330 -0.071 -0.134 0.093 0.12
H 0.978 -2.236 -3.105 -0.024 -0.051 -0.100 0.11
H 0.182 -2.182 -0.766 -0.089 -0.071 0.041 0.11
H -2.570 -0.752 -1.111 -0.038 -0.056 -0.150 0.09
H -5.158 -0.729 1.544 -0.088 0.123 0.113 0.07
H 0.906 0.430 1.560 -0.146 -0.021 -0.072 0.07
H -4.824 -2.219 0.632 0.014 -0.186 0.009 0.07
H 1.952 2.676 -2.775 -0.114 0.034 -0.013 0.11
H -4.540 -0.631 -0.125 0.047 0.088 -0.172 0.06
H -0.616 2.427 0.992 0.033 0.034 0.164 0.10
H 3.007 0.884 0.127 0.050 0.116 0.090 0.12
H 2.490 3.653 -5.004 0.082 0.093 -0.028 0.08
H -2.531 2.229 2.191 0.066 -0.143 0.030 0.14
H 3.814 0.828 -2.208 0.070 0.046 -0.054 0.11
H 2.182 1.914 -5.135 0.070 -0.056 -0.040 0.04
H 0.355 -2.348 3.510 0.003 -0.094 0.121 0.08
H 0.333 -0.566 5.497 0.047 0.073 -0.063 0.12
H -1.429 -0.767 3.705 0.087 0.201 0.019 0.10
H 0.475 3.110 -1.034 0.081 0.079 -0.023 0.11
```
Forces are in eV/Å.

For the orbital gap, the calculation gives 8.5 eV.

No. 4
Here is a structure of composition C20H25CrN10NiO15 at a distorted geometry from OMol25. Energies are from the ωB97M-V functional and the def2-TZVPD basis.

Geometry as XYZ:
```
72
Properties=species:S:1:pos:R:3:forces:R:3:lowdin_charge:R:1
Ni 0.323 -2.930 1.997 2.410 2.106 -0.959 0.84
Cr 3.958 0.054 0.938 -1.310 1.968 0.869 1.23
O 4.202 1.181 -0.896 -6.144 4.932 0.539 -0.04
O 2.147 -3.364 0.868 -4.744 -2.005 1.815 -0.02
O 1.340 -1.758 3.336 -3.617 -1.573 -0.316 -0.05
O 0.090 0.609 -0.603 -0.059 -0.534 0.657 0.07
O 3.177 -0.828 2.864 1.653 1.479 -2.190 -0.06
O 3.797 2.046 1.816 -7.800 2.629 -3.150 0.02
O 2.553 -0.926 4.831 -0.399 1.072 3.887 0.14
O 3.930 -4.056 -0.018 -0.345 1.599 0.109 0.09
O 1.824 0.262 0.582 3.100 1.754 0.615 -0.07
O 5.735 0.970 -2.427 -0.822 -0.212 0.959 0.12
O 3.545 -1.940 0.397 1.909 1.894 -0.995 -0.08
O 0.261 -1.082 0.710 -2.645 -3.037 0.988 -0.04
O 5.324 1.020 2.175 6.246 -5.187 0.643 -0.02
O 5.087 2.872 3.347 -0.130 -1.421 -1.571 0.15
O 5.499 -0.182 -0.592 4.575 -5.210 1.390 -0.04
N 5.173 0.670 -1.389 2.242 -0.313 -1.365 -0.57
N -4.927 3.399 -2.452 1.957 -0.560 0.563 0.02
N 0.706 -0.057 0.225 -0.310 1.108 -1.925 -0.55
N -3.751 -3.443 -2.695 -0.931 2.252 -0.033 0.01
N 3.223 -3.129 0.392 2.593 -1.343 -0.487 -0.54
N 4.772 2.056 2.496 1.081 1.488 2.678 -0.55
N 2.303 -1.100 3.708 2.452 -1.239 -2.117 -0.56
N 2.982 2.882 -3.381 -1.053 -0.706 -1.058 0.02
N -1.841 -3.098 1.093 1.700 -3.372 0.612 0.12
N -0.165 2.722 5.485 -0.825 0.345 -0.332 -0.01
C -3.058 -1.321 -2.425 -2.712 0.214 -0.269 -0.11
C 1.714 2.698 -2.891 1.467 0.629 1.344 -0.15
C -0.057 1.428 3.656 1.049 0.635 1.601 -0.08
C -4.165 3.067 -1.348 -0.856 0.385 0.528 -0.12
C 0.915 2.272 -3.889 -1.362 -0.127 0.364 -0.13
C 1.678 2.152 -5.065 -0.083 0.019 0.253 -0.11
C -1.027 -4.208 0.831 0.152 -0.950 -3.033 -0.12
C -3.211 2.111 -3.075 1.051 0.012 -4.267 -0.17
C -1.417 1.805 3.861 0.228 0.702 1.022 -0.11
C 0.701 2.026 4.700 -1.241 -0.793 -1.050 -0.11
C -2.433 -3.483 -2.375 -0.232 -0.330 0.222 -0.16
C -3.098 2.292 -1.767 -0.635 0.812 5.072 -0.15
C -4.171 -2.083 -2.733 0.370 -1.429 0.335 -0.08
C 2.956 2.502 -4.720 1.188 0.384 0.249 -0.13
C -0.775 -5.014 1.965 1.052 0.901 -3.344 -0.03
C -4.239 2.884 -3.525 -2.554 0.175 -1.038 -0.13
C -2.006 -3.210 2.419 -2.448 3.267 0.767 -0.12
C -1.338 -4.265 2.934 -1.055 -0.345 4.711 -0.13
C -1.458 2.619 4.993 0.980 -0.040 -0.716 -0.14
C -2.016 -2.178 -2.181 1.886 -0.268 0.062 -0.14
H -4.474 3.435 -0.381 0.229 -0.184 0.045 0.10
H -4.748 3.071 -4.459 0.644 -0.405 -0.402 0.11
H -0.178 -5.914 1.973 -0.088 0.136 0.082 0.14
H -2.074 -4.497 -2.280 0.877 0.339 -0.037 0.10
H -2.690 -2.520 2.891 0.327 0.015 0.400 0.15
H -3.013 -0.246 -2.334 -0.142 -0.194 -0.076 0.07
H 1.648 2.855 -1.824 -0.793 -0.054 -0.100 0.11
H 3.895 2.459 -5.252 -0.213 0.139 -0.205 0.10
H -4.307 -4.263 -2.894 0.011 0.375 0.052 0.14
H 0.126 3.413 6.161 -0.117 -0.320 -0.019 0.15
H -0.771 -4.472 -0.185 0.049 0.320 -0.012 0.13
H -1.097 -1.634 -2.019 0.738 -1.098 0.298 0.10
H 1.729 1.942 5.020 0.008 -0.056 -0.407 0.11
H -2.356 1.905 -1.083 0.097 -0.036 -0.151 0.10
H -2.450 1.608 -3.653 -0.328 -0.007 -0.372 0.10
H 1.203 1.844 -5.985 0.688 -0.010 -0.208 0.09
H -5.800 3.906 -2.474 0.434 -0.069 0.004 0.15
H -2.240 -2.443 0.436 0.178 0.223 -0.418 0.16
H 0.406 0.800 2.910 -0.328 -0.011 -0.079 0.06
H -1.403 -4.501 3.986 0.128 0.013 0.024 0.14
H -2.321 1.585 3.312 0.294 -0.150 -0.284 0.08
H -0.140 2.070 -3.773 0.069 -0.027 -0.082 0.07
H -5.219 -1.831 -2.815 0.163 -0.023 -0.321 0.10
H -2.227 3.297 5.334 -0.044 -0.339 0.185 0.10
H 3.740 3.187 -2.787 0.086 -0.344 -0.558 0.13
```
Forces are in eV/Å.

For the orbital gap (alpha / beta), the calculation gives 4.9 / 4.8 eV. As for the spin multiplicity: 6.